Record 1
ORCA calculation (ωB97M-V/def2-TZVPD) on C4H10 as an isolated structure at a distorted geometry.

* max |F|: 5.24 eV/A
* energy above the lowest of the compared OMol25 structures with the same formula, charge and spin: 2.430 eV
* E: -4307.932 eV
* HOMO-LUMO gap: 11.79 eV
* highest occupied orbital energy: -0.3875 hartree

Atoms and positions in Å:
C 0.456 -1.429 -0.600
C 0.957 -0.160 -0.031
C -0.034 0.963 -0.124
C -1.254 0.781 0.767
H 0.175 -1.553 -1.704
H 1.321 -2.163 -0.650
H -0.480 -1.882 -0.199
H 1.237 -0.369 1.234
H 1.879 0.319 -0.446
H -0.192 0.863 -1.331
H 0.410 1.848 0.091
H -2.002 1.634 0.573
H -2.010 -0.309 0.542
H -1.088 0.679 1.815

Record 2
ORCA calculation (ωB97M-V/def2-TZVPD) on C5H6O as an isolated structure at a distorted geometry.

* max |F|: 2.82 eV/A
* energy above the lowest of the compared OMol25 structures with the same formula, charge and spin: 3.441 eV
* E: -7325.843 eV
* HOMO-LUMO gap: 9.39 eV
* highest occupied orbital energy: -0.3033 hartree

Atoms and positions in Å:
C -0.161 0.990 -0.736
C -0.488 -0.507 -0.696
C 0.652 -1.090 0.053
O 1.503 -0.098 0.546
C 0.300 0.766 0.717
C -0.677 -0.409 0.792
H -1.079 1.577 -0.804
H 0.598 1.349 -1.435
H -1.061 -1.087 -1.406
H 1.064 -2.103 -0.055
H 0.493 1.557 1.440
H -1.144 -0.946 1.584

Record 3
ORCA calculation (ωB97M-V/def2-TZVPD) on C39H40ClN7O13Si2 as an isolated structure at a distorted geometry.

* max |F|: 1.51 eV/A
* E: -106404.804 eV
* HOMO-LUMO gap: 8.99 eV
* highest occupied orbital energy: -0.3631 hartree

Atoms and positions in Å:
C 5.171 4.591 -1.309
C 5.822 3.255 -1.226
N 6.882 3.091 -1.873
C 5.252 2.148 -0.365
Si 3.847 1.195 -1.153
Cl 4.576 0.566 -3.016
O 2.474 2.060 -1.488
Si 1.910 3.206 -0.385
H 5.879 5.257 -1.770
H 4.968 4.981 -0.319
H 4.260 4.588 -1.896
H 7.248 2.152 -1.734
H 4.989 2.534 0.613
H 6.040 1.428 -0.177
H 3.586 -0.048 -0.413
H 0.813 2.658 0.413
H 2.947 3.743 0.506
H 1.390 4.345 -1.171
C 4.486 -3.685 -3.405
C 4.417 -5.017 -3.017
C 4.748 -5.382 -1.722
C 5.142 -4.401 -0.831
C 5.222 -3.070 -1.204
C 4.892 -2.711 -2.500
N 5.470 -4.773 0.552
O 5.408 -5.949 0.856
O 5.779 -3.882 1.319
H 4.221 -3.403 -4.416
H 4.101 -5.773 -3.723
H 4.677 -6.420 -1.425
H 5.535 -2.316 -0.497
H 4.947 -1.668 -2.799
C -4.992 3.504 0.433
C -3.832 3.702 -0.303
C -2.624 3.894 0.346
C -2.597 3.880 1.729
C -3.744 3.690 2.477
C -4.948 3.502 1.820
N -1.314 4.062 2.419
O -0.326 4.246 1.730
O -1.308 4.017 3.632
H -5.934 3.348 -0.077
H -3.868 3.704 -1.383
H -1.720 4.048 -0.226
H -3.708 3.686 3.556
H -5.854 3.349 2.390
C -11.482 4.564 0.453
C -11.575 3.922 -0.774
C -10.708 2.887 -1.084
C -9.759 2.507 -0.153
C -9.649 3.140 1.072
C -10.518 4.176 1.373
N -8.851 1.394 -0.469
O -8.959 0.871 -1.559
O -8.046 1.064 0.381
H -12.164 5.369 0.694
H -12.325 4.227 -1.490
H -10.779 2.387 -2.038
H -8.901 2.834 1.788
H -10.445 4.678 2.327
C 2.035 -10.152 1.814
C 2.944 -9.103 1.810
C 3.688 -8.833 0.673
C 3.503 -9.620 -0.449
C 2.607 -10.674 -0.460
C 1.871 -10.939 0.681
N 4.264 -9.313 -1.667
O 5.049 -8.380 -1.619
O 4.053 -9.984 -2.656
H 1.451 -10.356 2.701
H 3.071 -8.492 2.693
H 4.393 -8.015 0.670
H 2.476 -11.282 -1.343
H 1.163 -11.757 0.687
C -0.352 9.002 2.731
C -0.108 10.232 2.135
C -0.027 10.331 0.755
C -0.196 9.191 -0.010
C -0.432 7.958 0.569
C -0.509 7.867 1.948
N -0.134 9.295 -1.475
O 0.095 10.387 -1.954
O -0.317 8.280 -2.120
H -0.419 8.927 3.808
H 0.016 11.115 2.745
H 0.162 11.286 0.290
H -0.558 7.075 -0.040
H -0.696 6.908 2.412
C 0.777 -4.289 -0.715
C 1.034 -4.251 0.649
C 0.707 -5.335 1.447
C 0.130 -6.448 0.862
C -0.140 -6.498 -0.494
C 0.188 -5.409 -1.285
N -0.190 -7.613 1.700
O 0.045 -7.534 2.890
O -0.663 -8.589 1.152
H 1.045 -3.445 -1.338
H 1.497 -3.378 1.090
H 0.908 -5.308 2.507
H -0.593 -7.373 -0.936
H -0.008 -5.438 -2.347